Density functional theory data (ωB97M-V/def2-TZVPD) for a 2-piece molecular cluster, C4H8O3 overall.

Structure (ORCA input):
```
! RIJCOSX wB97M-V def2-TZVPD def2/J DEFGRID3
* xyz 0 1
C -2.60 -0.26 0.08
O -1.46 0.57 0.32
C -0.36 0.18 -0.33
O -0.32 -0.78 -1.07
C 0.82 1.02 -0.01
C 1.93 0.85 -0.73
O 1.96 -1.40 1.17
H -2.41 -1.29 0.38
H -3.41 0.17 0.66
H -2.85 -0.25 -0.99
H 0.75 1.70 0.83
H 1.63 -0.53 1.44
H 1.93 0.18 -1.58
H 2.85 1.39 -0.50
H 1.52 -1.55 0.32
*
```

Properties
Relative energy (zero: lowest compared OMol25 entry of this formula, charge and spin) in eV: 1.512
SMILES string: C=CC(=O)OC.O
E_tot in a.u.: -382.90926
HOMO level in Ha: -0.386
Kohn-Sham gap in eV: 10.8